[1]
Molecular formula: C5H12N3
Method: DFT, ωB97M-V with the def2-TZVPD basis set

Calculated values
SMILES string: C[N+]1=C[C@H](N)NCC1
Frontier orbital gap, eV: 9.01
Maximum force, eV/A: 4.25
E_tot, eV: -9841.41253
HOMO energy, eV: -13.61
Total charge: +1

Element x y z (Å)
1 N -2.52 1.23 0.26
2 N 0.93 0.27 0.00
3 N -1.59 -1.06 0.01
4 C 2.23 0.96 -0.04
5 C 0.86 -1.09 0.36
6 C -1.58 0.37 -0.30
7 C -0.09 1.01 -0.07
8 C -0.33 -1.78 -0.27
9 H 0.95 -1.24 1.50
10 H 2.16 1.93 -0.54
11 H -0.15 2.13 0.11
12 H 1.83 -1.60 0.05
13 H -1.74 -1.09 0.98
14 H 2.54 1.30 1.03
15 H -2.62 1.04 1.34
16 H 2.78 0.17 -0.61
17 H -3.44 0.88 -0.03
18 H -1.55 0.59 -1.34
19 H -0.35 -2.76 0.31
20 H -0.13 -1.98 -1.32


[2]
Molecular formula: C5H12N3S
Method: DFT, ωB97M-V with the def2-TZVPD basis set

Calculated values
Frontier orbital gap, eV: 8.15
Maximum force, eV/A: 0.81
E_tot, eV: -20678.85260
HOMO energy, eV: -12.44
Total charge: +1

Element x y z (Å)
1 S 0.03 -0.97 -2.20
2 N -1.35 0.67 0.03
3 N -1.91 -1.61 1.37
4 N 1.26 0.91 1.41
5 C -0.15 0.78 -0.53
6 C 0.98 0.24 0.30
7 C 0.16 1.94 -1.41
8 C 1.27 -1.55 -1.27
9 C 1.64 -0.91 -0.09
10 H -1.58 -0.16 0.63
11 H -1.25 -2.33 1.09
12 H -2.83 -1.90 1.05
13 H 2.45 -1.29 0.51
14 H 0.20 2.85 -0.81
15 H -1.94 -1.61 2.39
16 H 1.79 -2.44 -1.58
17 H 2.04 0.62 1.98
18 H 0.78 1.77 1.64
19 H -0.61 2.06 -2.17
20 H 1.12 1.82 -1.90
21 H -2.13 1.11 -0.43


[3]
Molecular formula: C5H12N4
Method: DFT, ωB97M-V with the def2-TZVPD basis set

Calculated values
SMILES string: C\[NH+]=C/C([NH3+])=C\N=C/N
Frontier orbital gap, eV: 8.44
Maximum force, eV/A: 5.38
E_tot, eV: -11320.99689
HOMO energy, eV: -16.72
Total charge: +2

Element x y z (Å)
1 N -1.79 2.54 -1.71
2 N -0.37 1.33 -0.31
3 N 0.08 -0.56 2.86
4 N 0.79 -1.99 -0.53
5 C 0.24 -0.31 1.45
6 C -0.62 2.21 -1.19
7 C 0.51 -1.61 0.67
8 C 1.13 -1.32 -1.78
9 C -0.26 0.93 0.96
10 H 0.17 -1.33 -2.39
11 H 0.41 0.29 3.33
12 H -1.77 2.83 -2.73
13 H 1.40 -0.26 -1.58
14 H 0.24 2.77 -1.65
15 H 0.73 -2.96 -0.76
16 H -0.80 -0.81 3.18
17 H 0.70 -1.32 3.13
18 H -0.78 1.59 1.67
19 H 0.72 -2.28 1.47
20 H -2.71 2.07 -1.71
21 H 1.97 -1.80 -2.38


[4]
Molecular formula: C5H12N4
Method: DFT, ωB97M-V with the def2-TZVPD basis set

Calculated values
Frontier orbital gap (spin up / spin down), eV: 6.60 / 6.76
Maximum force, eV/A: 4.22
⟨S²⟩: 2.011
2S+1: 3
E_tot, eV: -11313.71652
HOMO energy (spin up / spin down), eV: -15.09 / -18.83
Total charge: +2

Element x y z (Å)
1 N -0.79 -1.26 -1.73
2 N -1.42 -0.28 -0.88
3 N 0.84 0.65 1.85
4 N -0.43 1.39 1.76
5 C -0.71 1.85 0.37
6 C 0.44 -1.75 -0.94
7 C 0.69 -0.63 1.13
8 C -0.82 0.85 -0.75
9 C 1.02 -0.67 -0.18
10 H 1.72 -0.10 -0.65
11 H 0.14 -2.47 -0.07
12 H -0.69 -0.81 -2.60
13 H 0.95 0.68 2.89
14 H -0.20 1.21 -1.52
15 H 0.17 -1.31 1.70
16 H 1.50 1.40 1.38
17 H 0.09 2.53 0.19
18 H -1.59 2.43 0.44
19 H 1.03 -2.15 -1.82
20 H -1.48 -1.96 -2.03
21 H -1.08 0.97 2.40


[5]
Molecular formula: C5H12N4O2
Method: DFT, ωB97M-V with the def2-TZVPD basis set

Calculated values
SMILES string: CN(CCCN(C)N=O)N=O
Frontier orbital gap, eV: 9.56
Maximum force, eV/A: 2.90
E_tot, eV: -15429.91031
HOMO energy, eV: -9.02

Element x y z (Å)
1 O 4.06 -0.29 -0.50
2 O -3.48 -1.29 0.68
3 N 2.90 -0.60 -0.56
4 N 2.12 -0.20 0.38
5 N -2.48 -1.06 0.03
6 N -2.14 0.25 -0.18
7 C 0.77 -0.45 0.10
8 C 2.55 0.68 1.48
9 C 0.19 0.68 -0.74
10 C -1.18 0.35 -1.22
11 C -3.07 1.29 0.26
12 H 0.77 0.96 -1.64
13 H -1.16 -0.67 -1.59
14 H -3.04 2.22 -0.37
15 H 1.98 0.29 2.32
16 H 0.61 -1.42 -0.38
17 H 2.17 1.72 1.18
18 H -1.48 1.02 -2.13
19 H -4.08 0.84 0.43
20 H 3.63 0.61 1.63
21 H 0.17 1.62 -0.15
22 H -2.66 1.74 1.19
23 H 0.09 -0.52 1.02


[6]
Molecular formula: C5H12N4O2
Method: DFT, ωB97M-V with the def2-TZVPD basis set

Calculated values
Frontier orbital gap, eV: 7.81
Maximum force, eV/A: 2.44
E_tot, eV: -15412.12387
HOMO energy, eV: -14.61
Total charge: +2

Element x y z (Å)
1 O -10.47 -2.02 -6.46
2 O 1.40 -0.68 0.18
3 N 3.57 -0.30 3.02
4 N 3.37 0.25 0.77
5 N 2.34 -0.32 0.74
6 N 2.45 -1.03 2.68
7 C 3.45 0.56 4.19
8 C -8.72 -0.34 -7.00
9 C 5.47 0.66 1.81
10 C -9.69 -1.26 -6.71
11 C 4.21 0.24 1.88
12 H 0.44 1.95 1.73
13 H -9.11 0.46 -7.64
14 H 0.93 1.38 1.53
15 H -7.88 -0.82 -7.54
16 H 1.64 -0.85 3.29
17 H 2.63 -2.03 2.61
18 H 5.86 1.09 0.90
19 H -8.32 0.12 -6.08
20 H 2.53 1.16 4.16
21 H 4.30 1.24 4.22
22 H 3.46 -0.06 5.08
23 H 6.13 0.58 2.65